1.
Entry from the OMol25 dataset: C13H27F3N3O6Y as an isolated structure (wB97M-V/def2-TZVPD).

XYZ file:
```
53
Properties=species:S:1:pos:R:3
Y -2.0670 1.7252 0.5356
O -0.0599 0.9116 0.8267
H 0.6813 0.3195 0.7139
C -0.9424 2.8314 -2.5904
O -1.2563 2.3606 -1.4516
N -1.6556 3.6346 -3.3344
C -0.9916 4.2977 -4.4781
C -2.9770 4.1138 -2.9940
H -0.0508 2.4262 -3.0847
H -0.0795 3.7732 -4.7628
H -0.7349 5.3458 -4.3484
H -1.6640 4.1649 -5.3250
H -2.8806 4.6591 -2.0466
H -3.5588 4.6589 -3.7279
H -3.6551 3.2977 -2.7051
C 2.3253 1.7498 -1.5558
O 1.9712 2.0746 -2.6798
N 3.5738 1.6921 -1.1018
C 3.8195 1.3157 0.2821
C 4.7329 2.0918 -1.8884
H 1.6062 1.5082 -0.7617
H 3.7494 2.1173 1.0204
H 4.7712 0.8078 0.4142
H 3.0480 0.6029 0.5889
H 5.4410 1.2644 -1.8993
H 4.4087 2.3477 -2.8934
H 5.2561 2.9623 -1.4908
C 0.2099 -3.4533 -2.7941
O 0.8586 -4.3932 -3.1599
N 0.2947 -2.9276 -1.5376
C -0.2300 -1.6172 -1.2536
C 1.1470 -3.4721 -0.5178
H -0.4598 -2.8858 -3.4538
H 0.5187 -0.8519 -1.0397
H -0.8599 -1.6589 -0.3525
H -0.8552 -1.2025 -2.0469
H 1.7516 -2.7489 0.0361
H 0.5563 -4.0692 0.1835
H 1.9165 -4.1528 -0.8853
C -1.5566 -1.2673 2.9565
C -2.5254 -1.7171 4.0413
O -1.7394 -2.4336 4.9871
C -2.4610 -3.0967 5.9274
O -3.6329 -3.0363 6.0260
C -1.5680 -4.0806 6.7273
F -1.9062 -4.0354 8.0164
F -1.7960 -5.3361 6.2757
F -0.2682 -3.8161 6.5619
H -2.0774 -1.1660 1.9900
H -0.7345 -1.9385 2.7097
H -1.0719 -0.3203 3.2172
H -3.2131 -2.4576 3.6210
H -3.1090 -0.9199 4.5022
```

## Properties
- energy relative to the best compared isomer or geometry (same formula, charge and spin) (eV) = 1.390
- HOMO level (eV) = -13.87
- net charge = +2
- DFT total energy (Eh) = -1464.5698
- frontier orbital gap (Ha) = 0.1447

=====

2.
Entry from the OMol25 dataset: an isolated ion of composition C13H27I2N2O5 and charge +1 (wB97M-V/def2-TZVPD).

XYZ file:
```
49
Properties=species:S:1:pos:R:3
C 0.0205 3.9486 2.8351
C -0.0973 2.8215 1.7904
I 1.5235 3.1566 0.3891
C 0.0382 1.4361 2.4222
I -1.3488 1.3203 4.0915
C -0.1676 0.2607 1.4405
O 0.1221 0.5992 0.0848
C -1.0200 0.6935 -0.6250
C -0.8200 0.7109 -2.1186
O 0.2551 -0.0998 -2.4723
C 1.1908 0.4648 -3.3378
O 0.7813 0.2122 -4.6590
C 1.6168 0.8585 -5.6055
C 2.7581 -0.0189 -6.0668
O 3.9305 0.3401 -5.3490
N -1.7608 -0.5286 -0.1294
C -1.5322 -0.4915 1.3795
C -1.4928 -1.9662 1.8112
C -1.2430 -2.2190 3.2947
O -2.4368 -1.9666 4.0190
C -0.7253 -3.6650 3.5407
N 0.6185 -3.7230 4.1506
H 0.4505 4.8084 2.3474
H 0.6831 3.6633 3.6368
H -0.9498 4.2560 3.1971
H -1.0480 2.9382 1.2878
H 1.0240 1.3745 2.8493
H 0.5453 -0.5075 1.7189
H -1.6677 1.5389 -0.3723
H -0.7239 1.7484 -2.4212
H -1.7429 0.3212 -2.5576
H 1.2874 1.5409 -3.1906
H 2.1461 -0.0165 -3.1481
H 2.0610 1.7732 -5.2153
H 1.0099 1.1207 -6.4640
H 2.4794 -1.0570 -5.8887
H 2.9167 0.1163 -7.1342
H 4.6958 -0.0610 -5.7895
H -2.7327 -0.6411 -0.4196
H -1.2819 -1.3179 -0.5797
H -2.3981 0.0449 1.7339
H -2.4493 -2.3992 1.5235
H -0.7256 -2.4497 1.2134
H -0.4753 -1.5326 3.6191
H -3.0419 -2.6963 3.8051
H -1.4264 -4.1628 4.1935
H -0.6533 -4.1849 2.5918
H 1.2394 -3.1738 3.5616
H 0.5674 -3.1893 5.0157
```

## Properties
- HOMO level (eV) = -11.92
- net charge = +1
- DFT total energy (Eh) = -1592.3282
- SMILES = C[C@@H](I)[C@@H](I)[C@@H]1O[C@@H](COCOCCO)[NH2+][C@H]1C[C@@H](O)CN
- frontier orbital gap (Ha) = 0.3303

=====

3.
Entry from the OMol25 dataset: the molecule C13H27IN2O4S (wB97M-V/def2-TZVPD).

XYZ file:
```
48
Properties=species:S:1:pos:R:3
C 5.0221 -1.6998 1.0878
C 4.7482 -1.9880 -0.5038
C 3.6122 -0.9574 -1.1708
N 2.2927 -1.6825 -1.0757
C 1.3150 -1.0433 -0.1276
C 0.1848 -0.0731 -0.8000
I 0.8097 0.8336 -2.7326
C 0.0341 1.2345 0.2324
O -0.6919 2.2914 -0.4870
C -0.8148 3.5275 0.3005
C 0.2079 4.7206 -0.1886
C -1.2362 -0.8282 -1.1074
C -2.3620 -0.7170 0.0780
C -3.5295 0.4204 -0.1886
C -4.6199 0.2291 1.0653
N -5.2123 1.5983 1.4045
C -0.9518 -2.4644 -1.3072
O -0.7320 -3.1676 -0.0250
S 0.5500 -2.4839 0.8688
O 1.6835 -3.5798 0.9045
O 0.1644 -2.0138 2.2962
H 4.7026 -2.6362 1.7559
H 4.4672 -0.7579 1.5223
H 6.1889 -1.5836 1.2582
H 5.7256 -2.0554 -1.1646
H 4.2588 -3.0753 -0.5621
H 3.6744 0.0316 -0.5253
H 3.9669 -0.7160 -2.2594
H 1.8861 -1.9378 -1.9990
H 1.9025 -0.3998 0.6708
H 1.1303 1.6620 0.4294
H -0.4047 0.9463 1.2768
H -0.7332 3.2437 1.4328
H -1.9172 3.9467 0.1151
H 1.1316 4.2565 -0.7539
H 0.5479 5.3823 0.7253
H -0.3526 5.4452 -0.9501
H -1.7008 -0.4779 -2.1470
H -2.9382 -1.7629 0.0826
H -1.9020 -0.6331 1.1765
H -3.1568 1.5263 -0.1056
H -4.0813 0.2083 -1.2199
H -5.4712 -0.5329 0.8127
H -3.9851 -0.0874 2.0256
H -6.2589 1.5750 1.3325
H -5.0158 1.8563 2.4089
H -1.9848 -2.8882 -1.7299
H -0.1543 -2.6924 -2.1324
```

## Properties
- HOMO level (eV) = -9.16
- DFT total energy (Eh) = -1617.5710
- SMILES = CCCN[C@H]1[C@](I)(COCC)[C@H](CCCN)COS1(=O)=O
- frontier orbital gap (Ha) = 0.3313

=====

4.
Entry from the OMol25 dataset: C13H27N5O4RuTe as an isolated structure (wB97M-V/def2-TZVPD).

XYZ file:
```
51
Properties=species:S:1:pos:R:3
Ru -0.0496 -0.5863 0.2426
C 0.1359 -3.9740 -2.9396
C 0.3467 -2.8547 -1.9671
N -0.5248 -1.9453 -1.7356
O -1.7246 -1.9771 -2.3989
C 1.5841 -2.7573 -1.1850
C 2.6481 -3.8064 -1.2350
N 1.6867 -1.7118 -0.4298
O 2.7383 -1.5648 0.3419
H -0.3619 -3.6250 -3.8452
H -0.4696 -4.7624 -2.4843
H 1.0857 -4.4119 -3.2306
H -1.8473 -2.8392 -2.8211
H 2.2275 -4.7986 -1.0679
H 3.3835 -3.6017 -0.4635
H 3.1523 -3.8037 -2.2036
N -1.5287 -2.0136 2.7413
C -1.0008 -1.5592 1.8161
C 4.9057 -0.1402 1.5103
Te 2.9902 0.7414 1.1927
C 2.1415 -0.1052 2.9499
H 4.7583 -1.2102 1.6282
H 5.3697 0.2853 2.3972
H 5.5288 0.0564 0.6412
H 2.5062 0.4233 3.8285
H 2.4374 -1.1500 2.9810
H 1.0606 -0.0231 2.8879
N -2.9873 2.9993 -0.6106
C -3.7495 1.9967 0.1435
C -2.7981 0.8633 0.5043
N -2.0577 0.3373 -0.6573
C -1.5576 1.3468 -1.6084
C -2.5748 2.4412 -1.9005
H -1.8304 3.2579 0.4024
H -3.5387 3.8384 -0.7436
H -4.5978 1.6140 -0.4377
H -4.1366 2.4458 1.0578
H -3.3365 0.0376 0.9655
H -2.0859 1.2266 1.2438
H -2.6369 -0.3277 -1.1557
H -1.2708 0.8373 -2.5281
H -0.6650 1.8156 -1.1909
H -3.4273 2.0259 -2.4529
H -2.1152 3.2189 -2.5101
C 0.6837 3.6786 2.4975
C -0.1242 2.9659 1.4553
O -1.1523 3.6586 1.0607
O 0.1782 1.8386 1.0435
H 1.0048 4.6467 2.1152
H 1.5454 3.0871 2.7897
H 0.0506 3.8647 3.3650
```

## Properties
- energy relative to the best compared isomer or geometry (same formula, charge and spin) (eV) = 0.697
- HOMO level (spin up / spin down) (eV) = -10.92 / -11.40
- net charge = +1
- 2S+1 = 6
- DFT total energy (Eh) = -1448.7839
- frontier orbital gap (spin up / spin down) (Ha) = 0.3017 / 0.2611

=====

5.
Entry from the OMol25 dataset: C13H28AlBr3CaF6Li2N4NaO17PS3 as an isolated structure (wB97M-V/def2-TZVPD).

XYZ file:
```
80
Properties=species:S:1:pos:R:3
C 1.2432 -2.6259 3.1139
C 2.4712 -1.7986 2.8981
O 2.2375 -0.5914 2.1884
P 1.8150 -0.6677 0.6544
O 0.3473 -0.3232 0.5845
C 2.0866 -2.3304 -0.1010
C 0.7065 -2.7193 -0.6463
C 0.5308 -4.0220 -1.4060
O -0.7857 -4.0299 -2.0100
C -1.6584 -3.3223 -1.3163
O -2.0139 -3.6503 -0.1775
N -2.0921 -2.1394 -1.9085
O -1.2768 -1.8942 -3.0243
C -2.0181 -1.0951 -0.8814
C -3.1909 -1.0781 0.0845
C -2.9014 -0.7399 1.5499
N -4.3527 -1.3726 -0.3076
O 2.6617 0.3652 -0.1608
C 1.9064 1.4245 -0.8365
C 2.8250 2.4349 -1.4684
H 1.5459 -3.5802 3.5510
H 0.5696 -2.1661 3.8308
H 0.7406 -2.8586 2.1606
H 3.2529 -2.4289 2.4398
H 2.8475 -1.5211 3.8990
H 2.4580 -3.1066 0.5728
H 2.8024 -2.2708 -0.9236
H 0.4252 -1.9081 -1.3145
H 0.0820 -2.7057 0.2474
H 0.6569 -4.8963 -0.7625
H 1.2481 -4.1140 -2.2216
H -1.1966 -0.9424 -3.1720
H -2.0018 -0.0904 -1.3368
H -1.0792 -1.1920 -0.3564
H -3.7981 -0.8101 2.1623
H -2.4043 0.2540 1.7581
H -2.2379 -1.5405 1.9232
H -4.9856 -1.2796 0.4903
H 1.2897 1.9761 -0.1285
H 1.2710 0.9980 -1.6153
H 3.4521 2.0192 -2.2523
H 2.1757 3.2118 -1.8745
H 3.4191 2.9091 -0.6873
C -7.9465 0.3899 -0.8835
N -7.8307 0.8286 0.5359
O -8.2210 1.9344 0.8235
O -7.3452 0.0317 1.3223
H -8.3920 1.1957 -1.4539
H -6.9456 0.1623 -1.2393
H -8.5729 -0.4968 -0.8993
Li -1.2933 0.7775 0.5185
O 1.9763 -1.9803 6.2315
S 1.7729 -3.4337 6.0521
O 1.7335 -4.1793 7.2917
O 3.0030 -3.9414 5.2646
O 0.5605 -3.6861 5.2297
Na -1.8475 1.7513 3.2315
C 2.6201 2.9832 3.9102
Br 3.4178 1.5706 4.9454
Br 1.1573 2.2938 2.8166
Br 2.0483 4.4420 5.0065
H 3.3686 3.3597 3.2257
F -1.7474 -4.1347 -5.3546
Al -0.1523 -4.4674 -5.8302
F 0.6361 -5.2513 -4.5227
F 0.6496 -3.0016 -6.1244
F -0.1403 -5.4439 -7.1982
Ca 4.6916 -3.2496 2.7973
N 2.8902 7.6857 -2.9530
S 1.5734 8.1950 -3.7534
O 0.3388 7.9180 -3.1082
O 1.6762 8.0366 -5.1625
F 1.8155 9.7278 -3.5051
S 3.0873 6.1066 -2.8521
O 4.0749 5.7725 -1.8823
O 3.0979 5.3502 -4.0614
F 1.7320 5.6281 -2.1584
Li -1.4625 -3.1085 1.3895
O 2.2877 7.8151 -0.6355
H 2.6132 8.6369 -0.2335
```

## Properties
- HOMO level (eV) = -6.28
- DFT total energy (Eh) = -12964.5278
- frontier orbital gap (Ha) = 0.0527

=====

6.
Entry from the OMol25 dataset: C13H28AsF6N3O2PtSSb as an isolated structure (wB97M-V/def2-TZVPD).

XYZ file:
```
56
Properties=species:S:1:pos:R:3
Pt 0.2147 0.1934 -0.1971
C 1.0130 -4.0981 -3.1968
C -0.1327 -4.6990 -2.3981
C -0.4941 -3.9254 -1.1457
S -1.2272 -2.2856 -1.6123
O -0.9768 -1.3590 -0.3528
C -3.0354 -2.5050 -1.6917
C -3.7747 -2.4807 -0.3569
C -3.5435 -3.6881 0.5411
H 1.0975 -4.5760 -4.1698
H 1.9643 -4.2230 -2.6785
H 0.8597 -3.0276 -3.3713
H 0.1310 -5.6936 -2.0195
H -1.0182 -4.8675 -3.0174
H 0.3588 -3.6588 -0.5178
H -1.2785 -4.3831 -0.5415
H -3.0828 -3.4766 -2.2013
H -3.3760 -1.7429 -2.3931
H -4.8281 -2.4205 -0.6459
H -3.5633 -1.5485 0.1706
H -3.6609 -4.6257 -0.0039
H -4.2763 -3.6909 1.3465
H -2.5618 -3.6701 1.0223
N -1.3986 4.1694 -3.4927
C -1.4018 3.6595 -2.2773
C -0.7495 2.4133 -1.9901
N -0.7630 1.9625 -0.7294
C -1.3757 2.6887 0.2137
C -2.0288 3.9181 -0.1145
N -2.0486 4.3849 -1.3249
H -0.9305 3.7416 -4.2903
H -1.8717 5.0659 -3.6470
H -0.2070 1.8551 -2.7435
H -1.3632 2.3135 1.2294
H -2.5289 4.4833 0.6668
C 2.3020 -1.3053 2.7887
As 1.5476 0.4358 2.9295
C 0.4727 0.6443 4.4809
C 2.8348 1.8195 2.7152
O 0.3079 0.7214 1.6100
H 3.1034 -1.3382 3.5328
H 2.7272 -1.4741 1.8018
H 1.5523 -2.0557 3.0344
H 1.1487 0.5686 5.3378
H -0.2723 -0.1479 4.5279
H 0.0013 1.6253 4.4731
H 3.6269 1.6123 3.4403
H 2.3782 2.7818 2.9395
H 3.2503 1.8031 1.7090
F 0.5492 -0.0909 -2.1477
Sb 2.7713 0.0948 -2.0821
F 2.2123 1.4369 -0.7870
F 2.4866 1.3890 -3.3654
F 4.5035 0.1760 -1.5156
F 2.7568 -1.3227 -3.2414
F 2.1742 -1.0460 -0.5881
```

## Properties
- energy relative to the best compared isomer or geometry (same formula, charge and spin) (eV) = 1.115
- HOMO level (spin up / spin down) (eV) = -21.84 / -21.84
- net charge = +4
- 2S+1 = 2
- DFT total energy (Eh) = -4417.9269
- frontier orbital gap (spin up / spin down) (Ha) = 0.2041 / 0.2040